{"formula": "C33H44CrGeN4O3Se", "method": "ωB97M-V/def2-TZVPD", "de_lowest_kj_mol": 12.2, "gap_ev": [7.26, 7.22], "multiplicity": 2, "total_charge": -1, "symbols": ["Cr", "C", "N", "C", "C", "C", "C", "C", "N", "C", "C", "C", "C", "C", "C", "H", "H", "H", "H", "H", "H", "H", "H", "H", "H", "H", "C", "C", "C", "C", "C", "C", "O", "N", "C", "O", "N", "C", "O", "H", "H", "H", "H", "H", "H", "H", "H", "H", "H", "H", "C", "Ge", "C", "C", "C", "H", "H", "H", "H", "H", "H", "H", "H", "H", "H", "H", "C", "C", "C", "C", "C", "C", "Se", "C", "C", "C", "H", "H", "H", "H", "H", "H", "H", "H", "H", "H", "H"], "xyz": [[-0.06, -0.01, 0.35], [3.07, -1.03, -0.26], [1.68, -1.31, 0.10], [1.44, -2.46, 0.63], [0.25, -2.69, 1.35], [-0.19, -3.75, 2.14], [-1.31, -3.28, 2.83], [-1.48, -1.94, 2.42], [-0.55, -1.59, 1.54], [3.28, -0.13, -1.45], [2.45, -0.18, -2.56], [2.72, 0.59, -3.68], [3.83, 1.42, -3.71], [4.66, 1.50, -2.59], [4.38, 0.73, -1.47], [3.58, -1.99, -0.45], [3.57, -0.58, 0.60], [2.20, -3.26, 0.59], [0.25, -4.74, 2.19], [-1.92, -3.81, 3.54], [-2.24, -1.24, 2.73], [1.55, -0.78, -2.53], [2.04, 0.56, -4.52], [4.04, 2.03, -4.58], [5.50, 2.18, -2.59], [5.02, 0.79, -0.60], [3.41, 3.04, 2.77], [3.55, 3.16, 1.26], [2.24, 3.31, 0.46], [1.32, 4.36, 1.13], [0.15, 4.89, 0.30], [2.56, 3.81, -0.94], [3.44, 4.61, -1.17], [1.71, 3.39, -1.92], [0.74, 2.37, -1.83], [0.01, 2.17, -2.77], [0.73, 1.65, -0.66], [1.47, 2.01, 0.38], [1.44, 1.23, 1.36], [4.38, 2.77, 3.20], [2.69, 2.28, 3.05], [3.11, 3.99, 3.23], [4.08, 2.29, 0.87], [4.15, 4.03, 1.01], [1.96, 5.20, 1.42], [0.94, 3.91, 2.05], [0.50, 5.49, -0.54], [-0.48, 5.51, 0.93], [-0.47, 4.09, -0.09], [1.85, 3.76, -2.85], [-4.35, 0.49, 2.56], [-3.29, 1.55, 1.28], [-4.11, 1.47, -0.49], [-3.58, 3.40, 1.90], [-1.36, 1.30, 1.31], [-4.80, -0.39, 2.09], [-5.15, 1.13, 2.95], [-3.75, 0.15, 3.41], [-4.95, 0.77, -0.51], [-3.39, 1.15, -1.24], [-4.49, 2.46, -0.76], [-4.66, 3.60, 1.99], [-3.16, 4.12, 1.19], [-3.12, 3.57, 2.87], [-1.07, 1.23, 2.37], [-1.03, 2.29, 0.98], [-2.27, -6.96, -0.52], [-2.00, -5.50, -0.80], [-0.92, -5.10, -1.57], [-0.66, -3.76, -1.83], [0.56, -3.42, -2.65], [-1.50, -2.77, -1.30], [-1.14, -0.90, -1.62], [-2.62, -3.16, -0.56], [-3.61, -2.17, -0.04], [-2.84, -4.51, -0.31], [-1.38, -7.56, -0.72], [-3.08, -7.34, -1.15], [-2.56, -7.11, 0.52], [-0.25, -5.85, -1.98], [0.94, -4.32, -3.14], [1.35, -3.01, -2.03], [0.33, -2.68, -3.42], [-3.12, -1.28, 0.34], [-4.22, -2.60, 0.75], [-4.28, -1.84, -0.85], [-3.70, -4.80, 0.30]]}


{"formula": "C4H7NO", "method": "ωB97M-V/def2-TZVPD", "de_lowest_kj_mol": 507.5, "gap_ev": 9.31, "symbols": ["O", "C", "C", "C", "N", "C", "H", "H", "H", "H", "H", "H", "H"], "xyz": [[-0.30, -1.31, 2.72], [-0.44, 0.26, 0.41], [-0.32, 1.52, -0.43], [-0.24, 0.35, -1.33], [1.14, -0.14, -1.34], [0.43, -0.65, -0.20], [0.48, -0.79, 2.95], [-0.76, -0.74, 2.07], [0.62, 2.07, -0.40], [-1.21, 2.14, -0.42], [-0.99, -0.04, -1.99], [1.27, -0.88, -2.02], [0.37, -1.73, -0.02]]}


{"formula": "C5H6CuO3", "method": "ωB97M-V/def2-TZVPD", "de_lowest_kj_mol": 24.1, "gap_ev": [6.96, 7.70], "multiplicity": 2, "symbols": ["O", "C", "O", "O", "C", "C", "C", "C", "Cu", "H", "H", "H", "H", "H", "H"], "xyz": [[0.39, -0.73, -2.52], [1.41, -0.77, -1.87], [2.62, -0.82, -2.17], [1.32, -0.80, -0.37], [0.06, -0.74, 0.27], [-0.26, 0.67, 0.76], [-1.67, 0.75, 1.30], [-2.65, 1.41, 0.72], [3.71, -0.98, -0.37], [0.09, -1.44, 1.11], [-0.72, -1.08, -0.44], [-0.12, 1.39, -0.06], [0.45, 0.93, 1.56], [-1.86, 0.21, 2.23], [-2.79, 2.02, -0.17]]}


Number 1: DFT total energy -197326.4346 eV. Number 2: DFT total energy -7794.3842 eV. Number 3: DFT total energy -56060.4850 eV.